Entry 1:
{"formula": "C6H7N3O", "method": "ωB97M-V/def2-TZVPD", "symbols": ["C", "C", "C", "C", "C", "C", "N", "N", "N", "O", "H", "H", "H", "H", "H", "H", "H"], "xyz": [[-1.075, 1.521, -0.220], [-2.432, 1.478, -0.314], [-0.113, 0.362, -0.083], [-0.717, -0.831, 0.117], [-2.931, -0.856, -0.386], [1.393, 0.443, -0.056], [-3.162, 0.338, -0.401], [-0.387, -2.032, 0.347], [-0.081, -2.540, 1.425], [-3.094, -2.029, -0.153], [-0.718, 2.530, -0.056], [-3.024, 2.424, -0.284], [1.629, 0.291, 1.004], [1.847, -0.370, -0.601], [1.866, 1.393, -0.247], [-0.386, -2.631, -0.630], [0.167, -3.446, 1.500]], "forces_ev_per_a": [[0.28, -0.12, 0.59], [1.28, 0.94, 0.13], [-2.59, -0.29, -0.28], [0.07, 3.73, -0.76], [-0.36, -2.62, 2.09], [-0.29, 0.10, 1.51], [-0.78, -0.52, -0.72], [1.38, -3.12, -4.75], [-0.38, 3.37, 3.32], [-0.22, 2.24, -1.38], [0.44, -0.03, -0.27], [0.62, -1.01, -0.17], [0.28, -0.25, -0.08], [0.18, -0.06, -0.33], [-0.23, 0.36, -0.70], [-0.22, 1.12, 2.65], [0.54, -3.83, -0.86]], "nbo_charge": [-0.2585, 0.0107, -0.0463, 0.0195, 0.8586, -0.6501, -0.5431, -0.1567, -0.4860, -0.5563, 0.2119, 0.2115, 0.2335, 0.2215, 0.2280, 0.3631, 0.3387], "lumo_ev": [0.12, 0.12], "e_above_lowest_kcal_mol": 125.4, "total_charge": 0, "fmax_ev_per_a": 5.85}

Entry 2:
{"formula": "C6H7N3O", "method": "ωB97M-V/def2-TZVPD", "symbols": ["C", "C", "C", "C", "C", "C", "N", "N", "N", "O", "H", "H", "H", "H", "H", "H", "H"], "xyz": [[-2.705, -0.703, -0.245], [-2.655, 0.667, -0.109], [-0.987, -0.135, 1.300], [3.040, -0.082, 0.712], [2.351, -0.374, -1.319], [1.788, 0.814, -0.721], [-1.625, -1.180, 0.581], [2.185, 0.898, 0.572], [-1.699, 0.914, 0.834], [3.109, -0.883, -0.314], [-3.345, -1.230, -0.886], [-3.288, 1.483, -0.539], [3.324, -0.553, 1.610], [2.513, -0.865, -2.279], [-1.597, -2.179, 0.854], [1.055, 1.493, -1.057], [-1.464, 1.915, 1.006]], "forces_ev_per_a": [[2.01, 2.33, 1.38], [-1.47, -1.32, -0.65], [-1.13, -1.66, -0.80], [-2.17, 0.45, 0.83], [-0.66, 2.80, 1.57], [1.01, -3.07, -1.39], [-1.34, 0.47, 0.12], [1.22, -0.09, 0.07], [1.08, 2.58, 0.08], [0.84, -1.15, -1.73], [-0.44, -1.05, -0.49], [0.79, -1.11, 0.43], [0.82, 0.18, 1.04], [-0.55, 0.44, 0.37], [0.44, 1.31, -0.30], [-0.49, 0.50, -0.79], [0.05, -1.63, 0.26]], "nbo_charge": [-0.1137, -0.1087, 0.1241, 0.3033, 0.0159, -0.0983, -0.5933, -0.4432, -0.5790, -0.3919, 0.2186, 0.2243, 0.1863, 0.2179, 0.4164, 0.2076, 0.4138], "lumo_ev": 0.92, "e_above_lowest_kcal_mol": 62.9, "total_charge": 0, "fmax_ev_per_a": 3.51}

- What is the formula in the first record?
  C6H7N3O

- What is the formula in the first record?
  C6H7N3O